(1)
{
  "formula": "C8H12N2O2",
  "method": "the ωB97M-V functional and the def2-TZVPD basis",
  "total_energy_ha": -571.71261,
  "spin_multiplicity": 1,
  "relative_energy_kcal_mol": 226.4,
  "max_force_ev_per_a": 18.07,
  "mol_weight_g_mol": 168.20,
  "e_lumo_ev": 0.11,
  "species": ["C", "C", "C", "C", "C", "C", "C", "C", "H", "H", "H", "H", "H", "H", "H", "H", "H", "H", "H", "H", "N", "N", "O", "O"],
  "positions_angstrom": [[-3.291, -1.290, 0.222], [-0.115, -0.190, -0.500], [1.259, -0.849, -0.727], [2.163, -0.805, 0.440], [2.918, 0.366, 0.776], [-0.146, 1.277, -0.442], [-1.388, 1.846, -0.102], [-2.604, 1.016, 0.055], [-3.461, -1.339, 1.192], [-3.935, -0.901, -0.338], [-3.132, -1.902, -0.541], [0.889, -1.824, -0.963], [1.742, -0.269, -1.604], [1.484, -1.462, 1.310], [3.050, -1.848, 0.710], [2.708, 1.035, 1.796], [3.951, 0.158, 0.873], [3.282, 0.990, -1.265], [0.482, 1.868, -0.410], [-1.614, 2.765, -0.178], [-2.305, -0.387, -0.141], [-1.086, -0.973, -0.257], [2.843, 1.341, -0.268], [-3.695, 1.374, 0.364]]
}


(2)
{
  "formula": "C8H12N2O2",
  "method": "the ωB97M-V functional and the def2-TZVPD basis",
  "total_energy_ha": -571.70241,
  "spin_multiplicity": 1,
  "smiles": "COc1cc(N)c(N)cc1OC",
  "relative_energy_kcal_mol": 232.8,
  "max_force_ev_per_a": 7.64,
  "mol_weight_g_mol": 168.20,
  "e_lumo_ev": 0.76,
  "species": ["C", "C", "C", "C", "C", "C", "C", "C", "H", "H", "H", "H", "H", "H", "H", "H", "H", "H", "H", "H", "N", "N", "O", "O"],
  "positions_angstrom": [[2.164, 1.813, 0.871], [0.694, 0.609, -0.195], [-0.504, 1.341, -0.435], [-1.592, 0.591, -0.266], [-1.602, -0.747, 0.131], [-0.512, -1.454, 0.699], [0.720, -0.793, 0.254], [2.810, -1.361, -0.752], [3.339, 2.021, 0.609], [1.507, 2.667, 1.159], [1.832, 0.813, 1.667], [-0.623, 2.299, -0.969], [-3.956, 0.585, -0.427], [-3.353, 2.162, 0.176], [-3.357, -2.157, 0.119], [-4.016, -0.853, -0.131], [-0.687, -2.570, 1.166], [3.970, -1.611, -0.456], [2.702, -0.355, -1.182], [2.695, -2.367, -1.464], [-2.976, 1.021, -0.011], [-3.012, -1.259, -0.266], [1.833, 1.211, -0.604], [1.923, -1.605, 0.307]]
}


(3)
{
  "formula": "C8H12N2OS",
  "method": "the ωB97M-V functional and the def2-TZVPD basis",
  "total_energy_ha": -894.91233,
  "spin_multiplicity": 1,
  "smiles": "CC1(C)SC[C@H]1n1cc[nH]c1=O",
  "relative_energy_kcal_mol": 58.8,
  "max_force_ev_per_a": 5.47,
  "mol_weight_g_mol": 184.26,
  "e_lumo_ev": 0.72,
  "species": ["C", "C", "C", "C", "C", "C", "C", "C", "N", "N", "O", "S", "H", "H", "H", "H", "H", "H", "H", "H", "H", "H", "H", "H"],
  "positions_angstrom": [[1.106, -2.541, -1.068], [0.962, -1.607, -0.124], [0.538, -0.671, -2.068], [1.615, 0.852, 1.170], [0.395, 0.764, -0.086], [-0.809, 0.736, 0.898], [-1.308, 2.275, 1.116], [-1.821, -0.256, 0.543], [0.966, -1.901, -2.266], [0.693, -0.455, -0.745], [0.156, 0.167, -2.873], [0.330, 0.302, 2.359], [1.376, -3.625, -1.080], [0.879, -1.612, 0.974], [2.504, 0.226, 1.058], [1.881, 1.870, 1.214], [0.143, 1.531, -0.796], [-0.423, 2.874, 1.401], [-2.155, 2.426, 1.840], [-1.843, 2.606, 0.193], [-2.412, -0.347, 1.563], [-1.313, -1.270, 0.233], [-2.391, 0.012, -0.248], [0.931, -2.356, -3.208]]
}